Computed, not measured: 10 unconnected molecules or ions with the total composition C43H54F24O24 at a distorted geometry, with ωB97M-V/def2-TZVPD.

Results
- relative energy (zero: lowest compared OMol25 entry of this formula, charge and spin) (kJ/mol) = 0.0
- lowest unoccupied orbital energy (eV) = 0.01
- HOMO level (eV) = -10.3
- SMILES string = FC(F)C(F)(F)COC(F)(F)C(F)F.FC(F)C(F)(F)COC(F)(F)C(F)F.FC(F)C(F)(F)COC(F)(F)C(F)F.C[C@H]1COC(=O)O1.C[C@H]1COC(=O)O1.C[C@H]1COC(=O)O1.C[C@H]1COC(=O)O1.C[C@H]1COC(=O)O1.C[C@H]1COC(=O)O1.C[C@H]1COC(=O)O1

```
145
Properties=species:S:1:pos:R:3:mulliken_charge:R:1
F 1.2661 6.0017 3.7801 -0.274
F -6.1633 2.0872 5.5719 -0.288
F -1.6652 1.3318 4.4289 -0.341
F -3.1368 -1.0458 4.0898 -0.330
F -5.4158 -2.8486 0.6863 -0.328
F 2.5848 6.4286 7.0097 -0.272
F 1.9949 0.2113 2.9439 -0.139
F -3.5613 -4.5907 0.1475 -0.320
F -6.8603 -3.4879 -1.5588 -0.307
F -5.7886 0.1689 7.6451 -0.255
F -4.6272 3.2882 6.5452 -0.311
F -5.3796 -2.4138 -2.7967 -0.283
F -0.2369 -3.9452 -0.8691 -0.045
F 3.8069 1.2460 3.6846 -0.310
F 3.3638 5.9505 4.3962 -0.311
F 0.4955 6.6111 6.3057 -0.254
F -1.1085 -5.7736 -0.0276 -0.342
F 1.1058 1.8063 5.0363 -0.302
F -2.1299 -3.2874 1.1412 -0.125
F 0.6875 2.7659 3.1297 -0.190
F -4.5401 1.6876 8.6546 -0.272
F -2.0127 -0.5662 2.2521 0.086
F -2.7264 2.1553 2.6790 -0.187
F -5.8903 -1.1048 -0.5228 -0.291
O 0.5546 -3.7491 1.7330 -0.290
O 1.7221 4.2807 -1.0190 -0.310
O 1.5875 -2.6962 -4.7245 -0.503
O 0.7174 2.7430 -6.6037 -0.428
O -2.7171 -2.7999 -0.9550 -0.352
O 3.4352 3.6284 0.2724 -0.553
O 2.5395 -4.3332 0.8630 0.150
O 1.4759 0.9031 -1.0740 0.124
O 2.4020 -3.7503 -2.9123 0.148
O 2.4654 3.4035 4.3085 -0.338
O 6.4625 1.4754 -3.7182 -0.533
O 5.2955 0.2405 -5.1918 -0.485
O 2.5624 1.1997 -3.0138 -0.617
O -3.9455 3.3868 -0.0210 -0.181
O -3.8771 1.1498 -0.0194 -0.391
O 5.8205 -0.6386 -3.2223 -0.399
O 2.0643 -4.8904 -4.7806 -0.411
O 2.1314 -4.6928 3.0283 -0.423
O 0.8423 1.4977 -8.4447 -0.370
O 0.0936 3.6126 -8.5770 -0.551
O -3.8958 1.6095 4.4075 -0.089
O 2.3475 -0.8396 -2.0909 -0.097
O 1.6403 4.6523 1.1670 -0.126
O -5.5963 2.2334 0.9162 -0.297
C 4.4762 -0.9197 -5.1090 1.623
C 4.5424 -1.6990 -6.4134 -1.812
C 3.7719 -4.8364 1.3722 -0.576
C 5.0976 -1.6386 -3.9097 0.383
C 1.7974 6.7057 5.9496 -0.002
C 0.9711 -0.2027 -0.3041 1.050
C 1.6891 2.3569 3.9416 0.615
C 3.7938 -6.3390 3.4484 -1.515
C 2.6247 -5.8694 -3.8977 0.415
C 2.7625 -5.0728 -2.5625 -0.328
C -5.5270 1.4955 7.7506 0.002
C -5.1349 -2.2374 -0.4821 0.723
C 1.9268 4.2822 5.2612 -1.093
C 2.5792 1.4080 3.1462 0.509
C 2.1774 0.4868 -2.1424 0.023
C 3.9025 -6.5283 -4.3406 -1.446
C 1.9319 -3.6863 -4.1738 0.342
C 0.2833 4.8090 0.7365 -0.179
C -2.7881 1.2691 3.6803 0.229
C -0.6366 3.8394 -1.4289 -0.716
C 0.4036 4.7413 -0.8153 0.441
C 2.0994 5.7232 4.8128 1.120
C 1.0731 0.5765 -7.3917 0.010
C -5.9636 3.6080 1.1562 0.505
C 0.5040 2.7006 -7.9368 0.541
C -0.5304 -0.2544 -0.4528 -0.371
C -6.1736 3.8410 2.6360 -1.369
C -1.3773 -4.6391 -0.6974 -0.248
C -3.9990 1.1725 5.7486 -1.311
C -2.4933 -3.8013 -0.0495 0.913
C 3.5330 -4.9665 2.8894 0.433
C -2.9702 -0.1386 3.0860 0.552
C 0.9938 1.4115 -6.1104 0.870
C -0.1183 0.9947 -5.1497 -0.729
C 5.9028 0.4753 -3.9943 0.561
C -4.7392 4.3781 0.6491 -0.708
C -5.5622 -3.1211 -1.6603 0.258
C 1.7565 -1.3853 -0.8972 1.174
C -3.6752 -1.7886 -0.5818 -0.228
C -5.0869 2.0128 6.3838 1.210
C -4.3962 2.1694 0.3135 0.401
C 2.3521 4.0986 0.1591 0.468
C 1.6427 -4.1862 1.8771 0.208
H 2.3966 4.1494 6.2362 0.469
H -0.2595 3.9353 1.1117 -0.082
H 1.1452 -2.2240 -1.1910 -0.710
H 4.4506 -6.8983 -3.4743 0.363
H -0.1156 -0.0991 -5.1224 0.282
H 0.8581 4.1357 5.4330 0.395
H 3.7533 -5.1240 -2.1192 0.240
H -1.0436 0.5088 0.1293 0.142
H -0.1653 5.7286 1.0940 0.416
H -4.1450 4.7881 1.4673 0.300
H 3.2443 -7.0867 2.8768 0.372
H 3.4256 -0.6978 -4.9049 -0.332
H 1.9947 7.7314 5.6263 0.326
H -3.9278 -0.1246 2.5483 0.073
H -0.6523 3.8458 -2.5148 0.423
H 2.5579 -1.7223 -0.2432 0.010
H 5.5279 -2.1560 -6.5051 0.487
H 5.6261 -2.5625 -4.1780 0.299
H 1.9440 1.4596 -5.5812 0.005
H -1.0506 1.4657 -5.4450 0.435
H 4.3322 -2.0226 -3.2273 -0.420
H 4.5501 -5.8102 -4.8475 0.322
H -6.9941 3.2497 3.0349 0.373
H -6.4167 1.9937 8.1408 0.316
H -4.9852 -4.0453 -1.6845 0.180
H 4.5935 -4.1620 1.1439 0.349
H 2.0175 -5.4691 -1.8704 0.118
H 2.7603 1.8920 2.1767 -0.030
H 1.8133 -6.5821 -3.7494 0.417
H 4.3632 -1.0039 -7.2326 0.380
H -3.3737 -1.3073 0.3442 0.083
H -4.2284 0.1122 5.8737 0.511
H 3.7116 -7.3764 -4.9954 0.377
H 4.1352 -4.1899 3.3656 0.296
H -4.9481 5.1816 -0.0539 0.378
H -1.7426 -4.8857 -1.7012 0.212
H -0.4365 2.8338 -1.0521 -0.140
H -3.6837 -1.0445 -1.3715 0.391
H 0.3324 -0.2256 -7.4115 0.251
H -5.2569 3.6852 3.2059 0.176
H 0.1693 1.2682 -4.1335 -0.346
H 0.2677 5.7919 -1.0933 0.258
H -1.6062 4.1364 -1.0216 0.210
H -3.0533 1.2456 6.2885 0.397
H 3.9943 -5.8264 0.9657 0.289
H 3.7714 -2.4690 -6.4262 0.277
H -6.4063 4.9005 2.7929 0.439
H -0.7702 -0.1724 -1.5149 0.224
H 1.3181 -0.0254 0.7109 -0.689
H 2.0407 0.0791 -7.4754 0.051
H 3.4948 -6.3989 4.4932 0.365
H 4.8598 -6.5739 3.4051 0.387
H -6.8672 3.8223 0.5896 0.318
H -0.9279 -1.2022 -0.0904 -0.264
```

Computed, not measured: a molecular structure, C43H54Ge2IN2O2PRu at a distorted geometry, with ωB97M-V/def2-TZVPD.

Results
- charge = +2
- lowest unoccupied orbital energy (alpha / beta) (eV) = -7.64 / -7.57
- HOMO level (alpha / beta) (eV) = -13.3 / -13.3

```
106
Properties=species:S:1:pos:R:3:mulliken_charge:R:1
I -0.6908 -0.3421 2.9157 0.556
Ru -0.4419 -0.0943 0.2987 0.320
Ge 2.0098 -0.1226 0.4044 -0.345
Ge 3.5185 1.9216 -0.2436 0.940
P -1.9945 1.8485 0.2104 0.609
O 0.0164 -0.2223 -1.6626 2.159
O -1.1470 -5.5161 -2.0848 -0.526
N -0.6101 -1.7685 -4.7976 -0.667
N -1.0393 -2.2373 0.3506 1.909
C -2.2257 2.7170 1.7956 1.756
C 2.6941 -3.9579 -1.2470 -0.677
C 4.3512 -1.8653 3.4986 -0.779
C -3.4039 3.3782 2.1386 -0.470
C -1.6036 -5.0879 2.7120 -0.921
C -4.2711 0.4486 0.8696 -1.631
C 3.6931 -2.3969 -2.7758 -0.898
C -1.2101 3.5504 3.8291 -1.332
C -2.1767 4.4873 -0.8370 -1.586
C -1.4775 -4.4614 3.9434 -0.730
C 3.2521 -1.3433 -1.9881 -0.259
C 4.2266 -0.9591 4.5412 -0.725
C -1.3367 -3.2930 -3.1264 0.682
C 2.2641 -2.9033 -0.4554 -0.347
C -1.1646 -3.0076 1.5440 -0.256
C -4.6016 2.1003 -1.0192 -1.645
C -1.3279 3.2217 -0.9053 2.315
C 3.7000 -1.6378 2.2939 -0.488
C -1.0583 -2.4143 2.7950 0.681
C 3.1946 3.2990 1.1279 -0.922
C -0.9056 -2.3853 -2.1268 -0.533
C 0.0873 3.5273 -0.3909 -2.213
C -1.2303 2.6931 -2.3386 -2.296
C 2.7768 0.3930 3.1894 -0.019
C -2.3940 4.1891 4.1670 -0.807
C 3.4377 0.1742 4.3862 -0.911
C -3.4865 4.1044 3.3167 -0.871
C -0.9190 -2.8733 -0.7751 -1.060
C 2.5539 -1.5827 -0.8079 0.931
C -1.1283 2.8226 2.6535 -1.609
C -1.2079 -3.1052 3.9831 -0.761
C 2.9205 2.4737 -2.0493 -0.719
C -1.4642 -4.3771 1.5349 -0.977
C -3.6368 1.1173 -0.3594 2.154
C -1.9963 -4.6160 -2.7912 -0.945
C 5.3412 1.2056 -0.1559 -1.115
C -1.1799 -2.9256 -4.4402 -1.109
C 3.4180 -3.7054 -2.4043 -0.900
C -0.2224 -0.8885 -3.9123 0.559
C -0.3807 -1.1305 -2.5045 -0.088
C 0.3949 0.3778 -4.4207 -1.175
C 2.8954 -0.5090 2.1288 0.631
C -3.2847 0.0173 -1.3722 -2.416
H 0.0655 3.9779 0.6007 0.412
H -0.5916 -5.9944 -2.7089 0.313
H -4.2095 2.4743 -1.9645 0.399
H -1.8207 -6.1460 2.6596 0.452
H -0.8407 -3.9554 -0.7463 0.543
H -5.5296 1.5667 -1.2336 0.547
H -4.2691 3.3432 1.4942 0.232
H 1.7282 -3.1131 0.4652 0.503
H 2.1860 3.2658 1.5350 -0.073
H -3.1807 4.3419 -1.2323 0.317
H 2.7821 3.5551 -2.0614 0.572
H 3.3438 0.8862 5.1961 0.459
H -1.6907 5.2527 -1.4457 0.529
H 3.4546 -0.3237 -2.2985 0.349
H 4.7566 -1.1261 5.4696 0.425
H 2.4784 -4.9773 -0.9513 0.533
H -0.7082 1.7382 -2.3591 -0.076
H -2.7607 0.4136 -2.2425 0.291
H 6.0056 2.0456 -0.3724 0.507
H -0.3739 1.1282 -4.6168 0.276
H 5.5638 0.8292 0.8413 0.346
H 1.1141 0.7828 -3.7117 0.000
H 0.5674 4.2363 -1.0681 0.695
H -2.3659 -5.0667 -3.7128 0.522
H 5.5236 0.4194 -0.8852 0.338
H -1.6006 -5.0157 4.8632 0.432
H -4.6602 1.1719 1.5816 0.398
H 2.1637 1.2831 3.0755 0.256
H 4.2534 -2.1958 -3.6795 0.468
H -2.6672 -0.7525 -0.9030 0.144
H -0.3477 3.6236 4.4790 0.545
H 0.8865 0.1639 -5.3667 0.485
H 1.9796 1.9974 -2.3172 -0.034
H 3.8262 -2.3385 1.4803 0.425
H 3.6790 2.2130 -2.7870 0.438
H -1.6103 -4.9074 0.6031 0.655
H -0.6674 3.4005 -2.9511 0.640
H -1.4854 -3.5765 -5.2515 0.442
H 3.9107 3.1738 1.9390 0.423
H -5.1000 -0.1814 0.5424 0.533
H -2.8582 -4.4364 -2.1441 0.302
H -4.1978 -0.4681 -1.7218 0.790
H -0.1885 2.3475 2.3873 1.023
H 0.6981 2.6170 -0.3621 -0.096
H -2.4642 4.7571 5.0847 0.435
H -2.2501 4.8711 0.1797 0.367
H 3.7769 -4.5272 -3.0094 0.437
H 4.9601 -2.7520 3.6183 0.456
H -1.1184 -2.5858 4.9281 0.481
H -4.8526 2.9485 -0.3867 0.208
H 3.3500 4.2781 0.6720 0.491
H -2.2142 2.5733 -2.7939 0.325
H -4.4092 4.6125 3.5627 0.499
H -3.5493 -0.1877 1.3906 0.147
```

What total energy values result from the calculations? In sequence: -159829.38662; -185531.75391 eV.